Density functional theory data (ωB97M-V/def2-TZVPD) for C42H28F5InOP2S2 as an isolated structure.

Structure (XYZ):
```
81
Properties=species:S:1:pos:R:3:forces:R:3
In 2.780 -1.080 -0.533 -0.05 -0.07 0.02
O -2.329 1.562 0.152 -0.04 0.14 0.07
S -1.131 2.470 0.153 0.08 0.09 -0.07
C -0.348 2.212 1.770 -0.01 -0.10 0.07
C -1.270 2.673 2.709 0.02 -0.01 0.01
C -1.011 2.592 4.067 0.00 0.00 -0.01
C 0.194 2.067 4.495 0.00 -0.01 0.01
C 1.129 1.640 3.566 0.00 0.00 0.02
C 0.888 1.698 2.192 -0.01 0.04 -0.02
P 2.252 1.190 1.095 -0.08 0.15 -0.09
C 3.476 0.380 2.162 0.00 -0.06 -0.05
C 3.172 -0.922 2.583 0.06 -0.02 0.00
C 4.093 -1.655 3.318 0.00 -0.01 0.00
C 5.330 -1.100 3.620 0.00 0.00 0.01
C 5.641 0.185 3.195 -0.01 0.01 0.00
C 4.721 0.927 2.465 -0.01 0.00 0.00
C 3.030 2.734 0.559 0.00 0.00 -0.02
C 3.975 2.667 -0.466 0.00 0.01 0.01
C 4.590 3.816 -0.931 0.00 -0.01 0.00
C 4.250 5.049 -0.385 0.00 0.00 0.00
C 3.312 5.125 0.633 0.00 0.01 0.00
C 2.704 3.970 1.111 -0.01 0.00 0.01
C -0.156 1.742 -1.153 -0.03 -0.02 0.05
C 0.825 2.521 -1.741 0.03 0.00 0.04
C 1.466 2.081 -2.891 -0.02 -0.06 -0.03
C 1.071 0.888 -3.475 0.03 0.07 0.02
C 0.042 0.139 -2.914 -0.03 -0.01 0.05
C -0.595 0.546 -1.739 0.04 -0.12 -0.12
P -2.030 -0.448 -1.178 0.01 -0.05 0.08
C -3.585 0.222 -1.752 -0.03 -0.01 0.00
C -3.648 0.726 -3.048 0.05 -0.01 -0.02
C -4.862 1.173 -3.544 -0.04 0.00 0.01
C -6.000 1.107 -2.750 0.01 0.01 -0.02
C -5.928 0.606 -1.457 0.01 0.01 0.02
C -4.717 0.165 -0.947 0.00 -0.02 -0.04
C -1.878 -2.056 -1.987 -0.06 -0.01 0.03
C -3.021 -2.641 -2.533 0.01 0.00 -0.03
C -2.971 -3.935 -3.036 0.01 -0.01 -0.01
C -1.787 -4.654 -2.999 -0.03 0.01 0.01
C -0.643 -4.082 -2.450 0.02 0.02 0.03
C -0.694 -2.797 -1.943 0.07 -0.02 -0.01
H -2.214 3.089 2.374 0.00 0.00 0.00
H -1.745 2.948 4.777 0.00 0.00 0.00
H 0.419 2.003 5.551 0.01 0.00 0.00
H 2.076 1.255 3.920 -0.02 0.02 0.01
H 2.189 -1.343 2.387 -0.04 -0.01 0.00
H 3.845 -2.652 3.657 0.00 0.00 0.00
H 6.052 -1.669 4.189 0.00 0.00 0.00
H 6.603 0.615 3.436 0.00 0.00 0.00
H 4.969 1.930 2.142 0.00 0.00 0.00
H 4.245 1.710 -0.904 -0.01 0.01 0.00
H 5.330 3.755 -1.718 0.00 0.00 0.00
H 4.724 5.950 -0.752 0.00 0.00 0.00
H 3.056 6.083 1.064 0.00 0.00 0.00
H 1.981 4.041 1.913 0.00 0.00 0.00
H 1.080 3.482 -1.312 0.01 0.01 0.02
H 2.237 2.689 -3.345 -0.01 0.00 0.00
H 1.527 0.554 -4.398 0.01 0.00 0.01
H -0.285 -0.756 -3.425 0.00 -0.01 0.01
H -2.762 0.773 -3.672 -0.01 -0.01 0.00
H -4.922 1.569 -4.548 0.01 0.00 0.00
H -6.948 1.453 -3.140 0.00 0.00 0.00
H -6.817 0.564 -0.842 0.00 0.00 0.00
H -4.654 -0.215 0.064 -0.01 0.00 -0.01
H -3.956 -2.100 -2.563 0.00 0.02 0.00
H -3.863 -4.376 -3.460 0.00 0.00 0.00
H -1.751 -5.660 -3.396 0.00 0.00 0.00
H 0.283 -4.641 -2.416 -0.01 0.00 -0.01
H 0.202 -2.369 -1.507 -0.01 0.03 0.02
F -1.593 -6.742 1.181 0.00 -0.02 0.00
C -1.682 -5.431 1.099 0.02 -0.01 -0.01
C -2.902 -4.834 0.818 0.01 0.02 -0.03
F -3.975 -5.583 0.630 -0.02 0.00 -0.01
C -2.982 -3.455 0.726 0.06 -0.06 0.04
F -4.154 -2.903 0.439 -0.07 0.03 0.00
C -1.863 -2.650 0.903 0.04 -0.01 0.03
S -1.985 -0.887 0.882 0.04 -0.04 -0.08
C -0.656 -3.281 1.171 0.02 0.07 0.00
F 0.472 -2.551 1.290 -0.01 0.03 -0.02
C -0.548 -4.650 1.277 0.00 -0.02 -0.01
F 0.628 -5.218 1.514 -0.01 0.01 0.00
```
Forces are in eV/Å.

Electronic energy   -105050.7238 eV
Relative energy (zero: lowest compared OMol25 entry of this formula, charge and spin)   0.069 eV
Charge   +2

=====

Density functional theory data (ωB97M-V/def2-TZVPD) for C42H30AuCl4N4O4S2 as an isolated structure.

Structure (XYZ):
```
87
Properties=species:S:1:pos:R:3:forces:R:3
Au -0.016 -0.844 -0.011 0.26 1.32 -0.05
Cl 5.011 -5.781 0.112 -0.06 0.25 0.00
C 4.103 -4.343 0.107 -1.05 -0.87 -0.04
C 4.790 -3.071 0.155 0.03 1.42 0.02
Cl 6.485 -3.046 0.226 -0.25 -0.13 -0.02
C 4.087 -1.893 0.144 1.57 -0.21 0.09
Cl 4.918 -0.399 0.205 -0.25 0.01 -0.01
C 2.662 -1.867 0.094 -0.41 1.98 -0.01
O 2.051 -0.778 0.071 0.77 -1.51 0.05
C 1.941 -3.185 0.060 -1.59 -0.62 -0.07
O 0.720 -3.230 0.026 1.31 -0.45 0.09
C 2.741 -4.382 0.060 1.09 -1.08 0.01
Cl 1.907 -5.876 0.008 -0.04 0.15 0.00
C 5.665 6.409 -0.485 0.03 -0.05 0.01
C 4.449 5.537 -0.362 -0.05 -0.08 -0.04
C 3.205 6.069 -0.032 -0.01 0.01 0.02
C 2.093 5.257 0.129 -0.16 -0.01 0.02
C 2.229 3.894 -0.056 -0.03 -0.45 0.01
C 3.454 3.338 -0.388 0.08 0.12 0.10
C 4.557 4.160 -0.546 0.00 0.07 0.01
S 0.840 2.757 0.169 0.08 0.42 -0.55
O -0.088 3.384 1.122 -0.08 0.11 0.45
C 0.183 2.969 -1.519 -0.17 0.16 0.08
C 1.048 2.467 -2.517 -0.03 -0.04 -0.11
C 0.735 2.597 -3.834 0.11 -0.10 0.12
C -0.490 3.188 -4.220 -0.21 0.16 0.08
C -0.848 3.306 -5.581 -0.02 0.01 -0.10
C -2.056 3.830 -5.945 0.07 -0.07 -0.04
C -2.969 4.238 -4.957 -0.04 0.02 0.15
C -2.644 4.153 -3.631 -0.08 0.03 -0.05
C -1.386 3.652 -3.223 0.17 -0.22 -0.10
C -1.020 3.560 -1.837 0.44 -0.12 0.00
C -1.966 4.104 -0.831 -0.56 -0.18 0.37
C -2.210 5.505 -0.749 0.09 -0.01 0.27
C -1.483 6.444 -1.519 0.05 0.12 -0.06
C -1.713 7.786 -1.393 0.13 -0.16 -0.14
C -2.679 8.264 -0.488 -0.19 -0.05 0.17
C -3.383 7.384 0.285 0.04 0.21 -0.09
C -3.171 5.990 0.178 0.13 -0.10 -0.05
C -3.873 5.080 0.998 0.06 -0.08 -0.05
C -3.618 3.743 0.920 -0.26 -0.02 -0.01
C -2.691 3.263 -0.014 0.40 0.18 -0.36
S -2.387 1.481 0.008 -0.11 0.81 -0.86
O -3.383 0.957 0.958 -0.32 -0.41 0.53
C -3.032 1.103 -1.653 0.14 0.04 0.30
C -4.393 1.181 -1.879 0.02 0.03 0.01
C -4.907 0.753 -3.094 -0.05 0.02 0.07
C -4.077 0.236 -4.083 0.07 0.00 0.03
C -4.633 -0.309 -5.367 0.05 0.05 0.00
C -2.704 0.192 -3.842 -0.05 0.00 0.01
C -2.183 0.615 -2.633 -0.05 -0.07 0.03
H 5.402 7.461 -0.568 -0.01 0.01 -0.01
H 6.255 6.126 -1.356 0.03 0.04 -0.02
H 6.302 6.288 0.393 0.02 0.04 0.00
H 3.104 7.138 0.108 0.01 0.02 0.01
H 1.131 5.669 0.406 -0.02 0.00 0.00
H 3.544 2.266 -0.502 0.05 -0.10 0.00
H 5.519 3.730 -0.800 0.01 0.00 -0.01
H 1.980 2.009 -2.210 0.04 -0.03 -0.09
H 1.415 2.248 -4.600 0.01 -0.02 -0.02
H -0.145 2.967 -6.332 0.01 0.00 -0.02
H -2.322 3.926 -6.989 0.02 -0.03 -0.03
H -3.937 4.624 -5.249 -0.02 0.01 0.01
H -3.356 4.463 -2.880 -0.02 0.02 0.00
H -0.732 6.083 -2.210 0.03 0.05 -0.03
H -1.148 8.489 -1.991 0.01 0.00 -0.02
H -2.856 9.327 -0.405 0.01 0.02 0.03
H -4.110 7.738 1.005 -0.04 0.03 -0.02
H -4.613 5.462 1.690 0.02 0.00 0.05
H -4.132 3.021 1.540 -0.01 0.02 0.04
H -5.044 1.551 -1.096 -0.03 -0.01 0.02
H -5.975 0.806 -3.264 -0.02 -0.02 -0.04
H -5.710 -0.169 -5.426 -0.02 0.01 -0.03
H -4.421 -1.377 -5.441 -0.04 -0.02 -0.05
H -4.170 0.176 -6.228 -0.03 0.01 -0.04
H -2.041 -0.202 -4.603 0.02 0.01 -0.03
H -1.120 0.537 -2.442 0.08 0.07 -0.01
N -1.808 -5.096 -0.102 0.04 -0.19 0.01
C -3.043 -4.584 -0.075 0.08 0.46 -0.07
N -4.113 -5.382 -0.082 0.06 -0.22 0.03
N -3.288 -3.290 -0.056 -0.74 -0.29 0.13
C -2.476 -2.318 -0.104 0.18 0.74 -0.25
N -1.903 -1.299 -0.193 -0.87 -1.23 0.11
H -1.650 -6.088 -0.095 -0.01 0.01 0.00
H -1.002 -4.487 -0.082 -0.02 -0.04 0.01
H -4.056 -6.384 -0.061 0.07 0.02 0.00
H -5.019 -4.949 -0.032 0.01 0.04 -0.01
```
Forces are in eV/Å.

Electronic energy   -133636.3782 eV
Relative energy (zero: lowest compared OMol25 entry of this formula, charge and spin)   1.094 eV
Charge   +1

=====

Density functional theory data (ωB97M-V/def2-TZVPD) for C42H31BrF4NP3Pb as an isolated structure.

Structure (XYZ):
```
83
Properties=species:S:1:pos:R:3:forces:R:3
Pb 1.648 0.756 0.067 -0.13 -0.49 -0.51
F 1.092 8.175 0.558 0.00 -0.94 -0.66
C 1.049 6.972 -0.006 -0.32 -1.48 0.65
C 0.824 6.807 -1.412 0.33 -0.12 1.73
F 0.653 7.876 -2.163 0.17 -0.46 0.11
C 0.756 5.495 -1.928 -0.90 2.13 -0.38
F 0.467 5.378 -3.245 0.45 -0.26 1.26
C 0.794 4.426 -1.070 0.51 -2.02 -1.00
P 0.625 2.769 -1.756 -0.22 -1.49 -0.91
C -0.850 2.635 -2.856 -0.29 0.79 -0.31
C -0.724 2.582 -4.252 -0.97 0.56 1.07
C -1.880 2.618 -5.062 0.89 -0.10 -0.24
C -3.139 2.800 -4.537 -0.50 -0.45 2.11
C -3.270 2.839 -3.113 1.27 0.46 -0.73
C -2.132 2.794 -2.296 -0.11 -0.85 -0.08
C 2.071 2.450 -2.799 2.71 0.32 -1.92
C 2.155 1.209 -3.525 0.01 0.16 0.67
C 3.209 0.940 -4.394 0.55 1.53 0.02
C 4.209 1.931 -4.674 -2.18 -1.94 0.69
C 4.250 3.053 -3.900 0.38 1.26 1.11
C 3.238 3.351 -3.010 -3.29 -1.35 1.49
C 1.105 4.527 0.267 -0.56 1.69 1.91
Br 1.181 3.109 1.595 -0.10 0.68 -0.26
C 1.137 5.792 0.858 0.90 1.53 0.21
F 1.367 5.932 2.228 -0.54 -0.06 -2.85
H 0.271 2.698 -4.611 0.40 -0.44 -0.89
H -1.759 2.501 -6.128 0.06 0.21 -0.12
H -4.066 2.845 -5.120 0.64 0.00 -0.05
H -4.226 2.991 -2.657 -0.41 -0.06 0.11
H -2.210 2.748 -1.208 -0.30 0.32 -0.22
H 1.422 0.379 -3.463 0.12 0.81 0.32
H 3.239 -0.041 -4.842 0.05 0.09 -0.39
H 4.833 1.778 -5.502 1.23 -0.28 -0.64
H 5.102 3.736 -3.843 -0.28 -0.20 -0.74
H 3.231 4.268 -2.411 0.31 -0.25 -0.34
N -0.251 -2.416 1.987 1.54 1.72 -1.18
P -0.340 -0.678 1.602 -0.50 -2.78 1.48
C -2.079 -0.638 1.143 -0.58 0.37 -0.02
C -2.500 -0.067 -0.061 1.39 0.46 0.18
C -3.845 -0.159 -0.434 0.52 0.63 -0.93
C -4.720 -0.860 0.353 -0.41 0.46 -0.23
C -4.302 -1.278 1.627 -1.95 -1.12 -0.68
C -3.028 -1.258 2.025 3.24 1.24 -0.09
C -0.169 0.076 3.244 0.94 0.41 2.34
C 0.688 -0.485 4.320 -1.04 0.31 -2.51
C 0.602 0.056 5.586 0.43 -0.66 0.88
C -0.225 1.111 5.887 -0.90 1.71 -0.67
C -0.878 1.780 4.862 -1.26 0.02 -0.63
C -0.898 1.237 3.579 0.55 -0.35 -0.60
P 1.288 -3.313 1.833 -1.45 -0.08 -0.90
C 0.724 -4.873 2.610 -0.36 -0.78 0.65
C -0.629 -5.306 2.805 0.20 1.78 -1.03
C -0.941 -6.382 3.612 0.79 -0.44 0.86
C 0.146 -7.043 4.268 -0.11 0.13 -0.66
C 1.488 -6.710 3.995 -0.91 -0.11 -0.09
C 1.768 -5.640 3.164 -0.62 1.04 -0.37
C 1.038 -3.643 0.037 -0.01 -1.49 -0.63
C 1.981 -3.063 -0.810 -0.68 -0.56 -1.04
C 2.017 -3.433 -2.170 0.03 0.31 0.20
C 1.033 -4.239 -2.739 0.61 0.74 1.80
C 0.103 -4.840 -1.909 -0.27 -0.70 0.79
C 0.140 -4.637 -0.514 0.46 1.41 -0.36
H -0.740 -2.753 2.793 -0.57 0.46 0.65
H -1.717 0.464 -0.700 -1.30 -0.76 0.71
H -4.178 0.355 -1.349 0.17 -0.58 0.36
H -5.725 -1.021 -0.070 0.44 0.07 0.84
H -5.003 -1.764 2.260 -0.69 -0.25 0.43
H -2.635 -1.613 2.997 -0.77 0.12 -0.61
H 1.363 -1.320 4.047 -0.53 0.49 0.51
H 1.122 -0.323 6.465 0.28 -0.44 -0.60
H -0.379 1.510 6.879 0.38 -0.29 0.22
H -1.566 2.644 4.973 0.80 -0.56 0.53
H -1.493 1.752 2.820 0.01 -0.31 0.14
H -1.430 -4.690 2.295 0.79 -0.96 0.72
H -2.003 -6.661 3.790 1.07 0.11 -0.13
H -0.045 -7.853 4.967 -0.10 0.12 -0.17
H 2.327 -7.251 4.414 -0.27 -0.14 0.21
H 2.781 -5.293 2.961 -0.04 -0.33 0.25
H 2.684 -2.312 -0.465 0.31 -0.33 0.28
H 2.896 -3.152 -2.730 -0.15 0.40 -0.39
H 0.968 -4.410 -3.771 0.31 -0.34 -1.29
H -0.539 -5.588 -2.408 -0.01 0.56 0.77
H -0.572 -5.138 0.141 0.31 -0.01 -0.19
```
Forces are in eV/Å.

Electronic energy   -159556.5665 eV
Relative energy (zero: lowest compared OMol25 entry of this formula, charge and spin)   0.929 eV
Charge   +2